The following is a quantum chemistry calculation of the molecule C17H13F2N7O, from OMol25.

The geometry in XYZ format:
```
40
Properties=species:S:1:pos:R:3:forces:R:3:mulliken_charge:R:1
C 1.5259 -0.1499 3.6039 0.71 -1.33 -1.06 -1.4990
C 0.7277 0.2920 2.3602 0.55 -0.18 0.52 -0.5047
C 0.3116 -0.9562 1.5937 0.03 0.39 0.08 0.1574
C -1.0159 -1.4804 1.7902 0.95 -0.45 -0.96 0.3503
F -1.9212 -0.8290 2.5761 1.04 -0.44 -0.47 -0.3354
C -1.3775 -2.6125 1.1128 -0.94 1.63 1.24 -0.3858
C -0.5430 -3.2053 0.1822 1.07 0.26 0.27 0.2241
N -1.0618 -4.1843 -0.5395 0.69 -2.16 -2.15 -0.6387
C -0.2469 -4.7834 -1.4317 -1.56 0.53 0.93 -0.2434
C 1.0829 -4.4621 -1.6277 1.12 1.36 0.24 -0.5150
C 1.6247 -3.3947 -0.9254 -0.75 -0.78 -0.05 -0.5323
C 0.7857 -2.7496 0.0236 0.83 -0.55 -1.12 -0.0633
C 1.1871 -1.6272 0.7340 -0.75 1.48 1.23 1.0106
F 2.4402 -1.1342 0.5138 -0.85 -0.37 0.30 -0.3684
N 1.4301 1.2578 1.4825 -1.68 -1.03 0.55 0.7174
N 2.7388 1.6157 1.5902 -1.62 1.91 -1.56 -0.3878
N 2.9529 2.5562 0.7145 -0.47 -0.74 -0.56 -0.7122
C 1.7610 2.7321 -0.0640 1.59 0.29 -0.08 0.3343
N 1.6088 3.4299 -1.2029 -1.50 0.16 -0.11 -0.6074
C 0.3631 3.3757 -1.7514 1.20 -0.54 0.90 -0.2956
C -0.6756 2.5806 -1.2069 1.11 -0.72 1.34 0.0679
C -2.0287 2.4099 -1.8903 0.13 0.62 0.51 0.5074
C -2.9864 3.6017 -1.6958 -0.11 -0.36 0.46 -1.3267
N -1.7841 2.3532 -3.3530 0.93 -2.38 -1.72 -0.1596
O -1.4810 1.2477 -3.8083 -0.89 2.49 1.53 -0.3285
N -0.4516 1.8407 -0.1020 0.13 -0.30 0.27 -0.4370
C 0.7819 1.9180 0.4576 -0.18 0.30 -0.64 0.6081
H 0.8591 -0.6737 4.2975 0.02 0.12 -0.26 0.3765
H 2.2980 -0.8859 3.2577 -0.51 0.64 0.50 0.3025
H 2.0299 0.6314 4.1313 0.17 0.70 0.17 0.4427
H -0.1465 0.8087 2.7542 -0.19 0.02 -0.43 0.5157
H -2.3704 -2.9813 1.2022 -0.65 -0.31 0.08 0.5091
H -0.6658 -5.5344 -2.0839 -0.39 -0.20 0.18 0.3820
H 1.6590 -4.9538 -2.3984 0.00 -0.14 0.07 0.3789
H 2.6449 -3.0842 -1.1082 -0.08 0.15 0.16 0.4541
H 0.1495 3.8691 -2.6948 0.48 0.24 0.13 0.4667
H -2.4511 1.4761 -1.5256 -0.03 -0.12 -0.07 0.4625
H -3.9011 3.4128 -2.2483 -0.16 -0.09 -0.12 0.3896
H -2.5813 4.5339 -2.0769 0.28 0.02 0.00 0.3206
H -3.2733 3.7391 -0.6433 0.27 -0.12 -0.27 0.3625
```
Forces are in eV/Å.

## Properties
Charge: 0
Multiplicity: 1
Highest occupied orbital energy (Eh): -0.33301
LUMO level (eV): -0.8
Frontier orbital gap (Ha): 0.3021
Energy relative to the best compared isomer or geometry (same formula, charge and spin) (kcal per mole): 0.0

The following is a quantum chemistry calculation of a 2-piece molecular cluster, C17H13F7N overall, from OMol25.

The geometry in XYZ format:
```
38
Properties=species:S:1:pos:R:3:forces:R:3:mulliken_charge:R:1
F -3.3890 4.1983 -1.0414 -0.05 -1.82 0.01 -0.2802
C -3.3825 2.8201 -1.0258 0.34 1.10 0.02 0.4131
C -4.6016 2.1445 -1.0411 0.42 -0.40 0.02 -0.6466
C -4.5452 0.7481 -1.0175 -1.16 -0.57 -0.04 0.2575
F -5.7339 0.0517 -1.0351 1.60 0.94 0.02 -0.2785
C -3.3594 0.0336 -0.9806 0.50 0.14 0.01 -0.7243
C -2.1234 0.7431 -0.9656 -1.20 0.76 0.00 0.9917
C -0.8869 0.0404 -0.9351 0.56 0.09 -0.26 -0.1828
C 0.3407 0.6879 -1.0051 -0.08 -0.01 0.02 -0.2059
C 1.5671 0.0421 -0.9832 -0.45 -0.09 -0.02 -0.2943
C 2.8104 0.7312 -1.0184 1.21 0.78 -0.07 1.0702
C 4.0376 0.0066 -1.0343 -0.51 0.14 0.05 -0.7671
C 5.2329 0.7040 -1.0436 1.14 -0.52 -0.02 0.2941
F 6.4135 -0.0069 -1.0498 -1.59 0.95 0.00 -0.2784
C 5.3072 2.1005 -1.0443 -0.44 -0.42 0.00 -0.6362
C 4.0966 2.7917 -1.0383 -0.32 1.11 0.02 0.4004
F 4.1227 4.1698 -1.0336 0.02 -1.82 -0.02 -0.2793
C 2.8627 2.1589 -1.0294 0.22 -0.33 0.03 -0.8117
C -2.1583 2.1715 -0.9898 -0.22 -0.29 0.01 -0.8451
H -5.5447 2.6794 -1.0688 0.09 -0.10 0.00 0.4938
H -3.3603 -1.0566 -0.9774 -0.16 0.28 0.04 0.4719
H -0.9162 -1.0517 -0.8956 0.01 0.23 0.04 0.5538
H 0.3394 1.7741 -1.0971 0.00 -0.51 0.08 -0.1150
H 1.5903 -1.0491 -0.9397 0.00 0.20 0.02 0.4407
H 4.0249 -1.0828 -1.0363 0.15 0.28 0.01 0.4469
H 6.2583 2.6221 -1.0470 -0.10 -0.08 0.00 0.4906
H 1.9526 2.7567 -1.0196 0.47 -0.03 0.01 0.5037
H -1.2438 2.7625 -0.9773 -0.47 -0.05 0.02 0.4975
F 0.3272 -5.1175 3.6252 -1.11 0.84 -0.23 -0.2442
C -0.7837 -4.3429 3.4475 -0.65 -0.75 0.82 0.7724
F -1.8422 -5.1697 3.1724 1.22 0.72 0.41 -0.2452
F -1.0596 -3.7225 4.6505 0.33 -0.70 -1.09 -0.2631
C -0.6094 -3.3092 2.3581 0.10 -0.15 0.09 -0.5203
N -1.8282 -2.5154 2.2587 0.17 -0.05 0.11 -0.5145
H 0.2898 -2.7320 2.6221 -0.04 -0.18 -0.13 0.3081
H -0.4508 -3.8782 1.4358 0.11 0.19 0.08 0.3074
H -2.0623 -2.1622 3.1864 -0.04 0.17 -0.40 0.2533
H -1.6926 -1.7423 1.6143 -0.08 -0.06 0.35 0.1659
```
Forces are in eV/Å.

## Properties
Charge: +1
Multiplicity: 1
Highest occupied orbital energy (Eh): -0.46415
LUMO level (eV): -6.7
Frontier orbital gap (Ha): 0.2162
Energy relative to the best compared isomer or geometry (same formula, charge and spin) (kcal per mole): 1.9

The following is a quantum chemistry calculation of C17H13FN2O2Pt as an isolated structure, from OMol25.

The geometry in XYZ format:
```
36
Properties=species:S:1:pos:R:3:forces:R:3:mulliken_charge:R:1
Pt -1.4276 -0.0540 -2.5193 0.39 -0.05 0.31 0.7525
C 0.2625 3.4193 -3.2040 -0.26 0.21 -0.37 -0.9672
O 0.3402 2.6044 -2.0425 0.12 0.13 -0.98 -0.3393
C -0.5227 2.8893 -1.0854 -1.16 0.49 0.72 0.5862
C -1.2032 4.1086 -0.9395 -0.06 -0.72 0.57 -0.6334
C -1.9977 4.2946 0.2031 -0.18 1.37 -0.44 -0.5008
C -2.0585 3.3499 1.2004 0.54 -1.06 -1.12 -0.8107
C -1.4624 2.1057 0.9494 -0.77 0.66 1.38 -0.2688
C -0.7784 1.8350 -0.1854 0.44 1.12 -0.82 0.7575
N -0.4791 0.5245 -0.5910 0.46 -1.16 0.21 -0.4555
N 0.0239 -0.2238 0.2844 -0.52 -0.42 -0.64 -0.1354
C 0.1916 -1.6012 0.0819 -0.58 0.89 -1.20 0.0163
C -0.1824 -2.3394 -1.1032 0.85 0.74 1.72 1.0068
O -0.7151 -1.8408 -2.1746 -0.51 0.23 -0.55 -0.8176
C 0.0577 -3.7305 -1.0793 -0.05 -2.07 0.71 -0.4170
C 0.6675 -4.3677 -0.0097 -0.18 1.99 -0.76 -0.9407
C 1.2041 -3.5846 1.0517 -0.25 -0.87 0.24 0.6978
C 2.0227 -4.1839 2.0339 -0.49 0.81 0.14 -0.8482
C 2.4565 -3.4595 3.1023 -0.66 0.73 -0.38 -0.4319
C 1.9907 -2.1215 3.3138 0.19 -1.10 -0.87 -0.8153
C 1.1934 -1.5538 2.3587 0.16 0.61 0.25 -0.3464
C 0.8526 -2.2344 1.1758 0.14 -0.41 -0.32 0.4952
H -0.7588 3.4252 -3.6633 0.77 0.12 0.69 0.3679
H 0.9225 2.9214 -3.8652 0.57 -0.40 -0.95 0.2911
H 0.6952 4.4186 -3.0453 -0.47 -0.14 0.19 0.3628
H -1.1879 4.8722 -1.7062 0.20 -0.10 0.10 0.3900
H -2.5676 5.2494 0.2750 0.50 -0.86 0.06 0.3137
H -2.6719 3.4148 2.0593 -0.42 0.47 0.73 0.3900
H -1.5987 1.3441 1.6832 -0.13 -0.65 0.25 0.4112
H -0.3412 -4.3788 -1.8677 0.13 0.63 0.05 0.3541
H 0.7582 -5.4311 0.0741 0.11 -0.43 -0.36 0.4125
H 2.2842 -5.2172 1.9702 0.19 -0.51 -0.26 0.3969
H 3.1282 -3.9815 3.7240 0.64 -0.05 1.16 0.4122
H 2.2774 -1.5483 4.1703 0.14 0.09 0.41 0.4233
H 0.8356 -0.5358 2.4608 0.15 -0.10 0.12 0.4452
F -2.2117 1.6109 -3.0909 0.00 -0.16 0.02 -0.5552
```
Forces are in eV/Å.

## Properties
Charge: 0
Multiplicity: 3
Highest occupied orbital energy (alpha / beta) (Eh): -0.29083 / -0.29935
Expectation value of S²: 2.021
LUMO level (alpha / beta) (eV): -0.9 / -1.9
Frontier orbital gap (alpha / beta) (Ha): 0.2588 / 0.2289

The following is a quantum chemistry calculation of C17H13N2O3PtSSe as an isolated structure, from OMol25.

The geometry in XYZ format:
```
38
Properties=species:S:1:pos:R:3:forces:R:3:mulliken_charge:R:1
Pt 0.5711 -0.4558 0.1030 0.47 -0.81 1.26 0.7861
C 0.9682 -7.3374 2.2423 -0.02 0.11 -0.08 -1.3950
C 0.4451 -6.1922 1.4141 0.06 -0.02 0.02 0.9835
C -0.8883 -5.8028 1.4821 0.01 0.01 0.00 -0.9316
C -1.3594 -4.7412 0.7237 -0.10 0.05 0.04 -0.4260
C -0.4898 -4.0575 -0.1078 0.05 0.19 -0.23 0.2748
C 0.8442 -4.4258 -0.1849 0.08 0.06 0.03 -0.1568
C 1.3046 -5.4901 0.5717 -0.06 -0.03 0.04 -0.6662
S -1.0738 -2.7206 -1.1460 -0.11 -0.18 -0.29 1.1503
O 0.0475 -2.3371 -1.9696 -0.18 -0.28 0.05 -0.6854
O -2.2435 -3.2300 -1.8263 -0.12 0.07 0.20 -0.7363
N -1.3760 -1.5048 -0.1518 0.86 0.07 -0.43 -0.4177
C -2.5845 -1.1530 0.3841 -0.45 -0.19 0.05 0.2768
C -3.7310 -1.9398 0.3672 0.33 0.07 -0.01 -0.5631
C -4.9195 -1.5074 0.9684 -0.14 0.17 0.14 -1.0003
C -5.0160 -0.2941 1.5963 -0.18 -0.11 -0.03 -0.8937
C -3.8937 0.5588 1.6190 0.30 -0.06 -0.10 1.3589
C -3.9020 1.8433 2.2074 0.06 0.10 0.02 -0.6900
C -2.7868 2.6312 2.1483 -0.15 0.01 0.08 -0.5788
C -1.6412 2.1350 1.4992 0.09 -0.11 -0.07 -0.3630
N -1.5961 0.9450 0.9661 0.12 0.16 -0.03 -0.1865
C -2.6790 0.1444 1.0115 -0.25 -0.13 -0.01 0.2292
H 0.1769 -7.7762 2.8487 0.02 -0.03 0.01 0.3316
H 1.7607 -6.9902 2.9075 0.00 -0.05 0.03 0.3167
H 1.3905 -8.1150 1.6033 -0.01 -0.03 0.03 0.3251
H -1.5689 -6.3397 2.1330 0.00 0.01 0.01 0.2767
H -2.3977 -4.4383 0.7833 0.03 -0.07 -0.01 0.1865
H 1.5018 -3.8578 -0.8301 -0.01 -0.05 -0.01 0.4679
H 2.3473 -5.7813 0.5092 0.00 0.01 0.01 0.3652
H -3.6953 -2.8886 -0.1473 -0.10 0.04 0.03 0.4568
H -5.7866 -2.1572 0.9353 0.02 -0.02 -0.02 0.3517
H -5.9444 0.0294 2.0524 0.02 0.00 0.02 0.3439
H -4.8032 2.1950 2.6982 -0.01 -0.02 -0.02 0.3777
H -2.7683 3.6202 2.5877 -0.03 0.00 0.00 0.3634
H -0.7380 2.7340 1.4155 0.03 -0.05 -0.01 0.4160
Se 2.0878 1.2317 -0.2291 -0.03 -0.03 0.00 -0.6410
O 1.1796 -1.3269 2.8031 0.60 -0.97 0.17 -0.2889
C 1.1586 -1.4681 1.6683 -1.19 2.10 -0.91 -0.0184
```
Forces are in eV/Å.

## Properties
Charge: -1
Multiplicity: 1
Highest occupied orbital energy (alpha / beta) (Eh): -0.13724 / -0.13977
LUMO level (alpha / beta) (eV): 2.2 / 2.2
Frontier orbital gap (alpha / beta) (Ha): 0.2192 / 0.2209
Energy relative to the best compared isomer or geometry (same formula, charge and spin) (kcal per mole): 0.0

The following is a quantum chemistry calculation of C17H14AsF5MnNO8S2 as an isolated structure, from OMol25.

The geometry in XYZ format:
```
49
Properties=species:S:1:pos:R:3:forces:R:3:mulliken_charge:R:1
Mn -1.1369 -0.8971 0.7779 -0.27 0.01 -0.53 1.4080
F 2.4060 4.7502 0.9073 0.13 0.10 -0.01 -0.3143
C 1.3591 3.9355 0.9244 -0.02 0.02 -0.04 0.7121
C 1.2779 2.9312 1.8673 0.01 -0.02 0.09 0.2252
F 2.2555 2.7714 2.7556 0.04 -0.02 0.02 -0.3633
C 0.1836 2.0942 1.8694 -0.03 0.09 -0.02 0.3287
F 0.1496 1.1066 2.7606 0.03 -0.21 0.22 -0.4544
C -0.8455 2.2122 0.9480 -0.06 0.03 -0.10 0.4937
S -2.2077 1.1097 0.9218 -0.05 0.04 0.12 -0.5149
C -0.7290 3.2251 0.0078 -0.07 -0.04 -0.08 -0.0244
F -1.6665 3.3778 -0.9361 0.00 0.01 -0.01 -0.3994
C 0.3514 4.0831 -0.0094 0.01 0.06 -0.06 0.1930
F 0.4358 5.0437 -0.9304 0.01 0.05 -0.04 -0.3051
O 2.8013 0.7200 0.2139 0.04 0.03 -0.13 -0.5435
As 1.8957 -0.7973 0.1823 0.00 -0.04 0.29 0.8939
O 2.5203 -1.8093 -0.9080 0.08 -0.11 -0.14 -0.7933
O 0.3274 -0.1967 -0.1541 0.07 0.05 0.31 0.2535
C 2.0901 -1.2531 2.0824 0.14 0.14 0.00 -0.3215
C 3.2662 -0.7570 2.6410 0.05 0.05 0.04 -0.4603
C 3.6040 -1.0030 3.9649 -0.06 -0.04 0.03 -0.7279
C 2.7682 -1.7595 4.7692 0.03 0.04 -0.07 -0.6177
C 1.5994 -2.2737 4.2328 -0.02 -0.04 0.10 -0.8086
C 1.2662 -2.0214 2.9110 -0.10 -0.17 -0.01 0.9419
S -0.2697 -2.7300 2.3804 0.05 0.24 -0.07 1.6867
O -0.4559 -3.9921 3.0012 0.03 -0.05 -0.04 -0.6442
O -0.1750 -2.6848 0.8874 0.06 -0.10 -0.05 -0.5969
O -1.3320 -1.7094 2.6525 0.08 0.03 0.22 -0.7973
H 3.3214 0.7717 -0.6001 -0.02 -0.05 0.07 0.2675
H 3.9276 -0.1546 2.0368 -0.01 0.00 -0.03 0.5181
H 4.5271 -0.5996 4.3607 -0.02 0.00 -0.01 0.3904
H 3.0220 -1.9583 5.8022 0.00 0.01 -0.03 0.4115
H 0.9399 -2.8896 4.8328 0.04 0.04 -0.04 0.4546
O -3.7089 -2.2591 -2.2800 0.00 0.16 0.23 -0.6899
C -2.9522 -1.4772 -1.6415 0.14 -0.02 -0.12 0.2435
O -2.5381 -1.6306 -0.4787 -0.25 -0.30 -0.07 -0.8616
C -2.5207 -0.2566 -2.4730 -0.02 -0.03 -0.03 0.0092
N -3.3043 -0.4294 -3.7367 -0.03 -0.16 0.12 -0.0676
C -2.3476 -0.5260 -4.8767 -0.02 -0.02 -0.02 -0.6332
C -1.0866 0.1562 -4.3630 -0.03 0.01 0.00 -0.7879
C -1.0430 -0.2682 -2.8952 -0.03 -0.01 0.00 -0.2767
H -2.7929 0.6599 -1.9558 -0.02 0.06 0.02 0.2251
H -3.9837 0.3081 -3.8650 -0.04 0.05 -0.03 0.3268
H -3.7851 -1.4749 -3.3252 0.14 0.13 -0.17 0.4358
H -2.7843 -0.0734 -5.7642 0.01 0.00 0.01 0.4104
H -2.1723 -1.5830 -5.0787 0.01 0.01 0.02 0.2625
H -1.1861 1.2416 -4.4470 0.00 -0.02 0.01 0.2964
H -0.1983 -0.1450 -4.9160 -0.02 -0.01 0.01 0.4324
H -0.4492 0.3827 -2.2628 0.01 0.03 -0.01 -0.1256
H -0.6239 -1.2710 -2.7941 0.01 -0.02 -0.01 0.3093
```
Forces are in eV/Å.

## Properties
Charge: 0
Multiplicity: 5
Highest occupied orbital energy (alpha / beta) (Eh): -0.32611 / -0.33071
Expectation value of S²: 6.155
LUMO level (alpha / beta) (eV): -2.1 / 0.0
Frontier orbital gap (alpha / beta) (Ha): 0.2485 / 0.3298
Energy relative to the best compared isomer or geometry (same formula, charge and spin) (kcal per mole): 2.8

The following is a quantum chemistry calculation of C17H14Br2HgO2 as an isolated structure, from OMol25.

The geometry in XYZ format:
```
36
Properties=species:S:1:pos:R:3:forces:R:3:mulliken_charge:R:1
C -2.0736 -0.3731 -1.6438 -0.05 0.21 0.90 -0.2656
C -2.3290 -0.8349 -0.3158 -0.38 1.07 -0.51 -0.9092
C -2.4824 0.3057 0.5278 -0.05 -0.08 -1.27 -0.4713
H -2.3699 -1.8685 0.0003 0.07 0.14 0.00 0.3649
C -2.2971 1.4729 -0.2718 -0.06 -0.96 -0.38 -1.0559
C -2.0319 1.0527 -1.6135 -0.14 -0.10 0.69 -0.1613
H -1.8063 1.7049 -2.4517 -0.06 0.01 0.04 0.3396
H -1.9410 -1.0055 -2.5181 0.10 0.06 0.04 0.3692
H -2.7130 0.2881 1.5879 0.18 -0.03 -0.07 0.5507
H -2.3490 2.4965 0.0818 0.08 0.04 -0.02 0.3869
Hg 2.0508 -0.0329 -2.9264 0.68 -0.39 1.79 0.6963
Br 2.9184 -0.6044 -0.7451 0.13 0.04 -0.23 -0.3723
C 1.9180 0.9945 -4.8911 -0.72 0.53 -0.13 -0.6607
C 0.6801 1.6789 -4.6130 0.00 -0.45 -1.07 -0.5787
C -0.3674 0.7338 -4.7086 0.32 0.17 -0.51 -0.1230
H 0.5582 2.7583 -4.5043 0.12 -0.47 0.13 0.3383
C 0.1642 -0.5460 -4.9506 0.50 0.50 -0.74 -0.5139
C 1.5932 -0.4249 -5.0642 -1.04 0.05 -0.71 -0.8920
H 2.2849 -1.1749 -5.4367 -0.18 0.11 0.07 0.5962
H 2.8622 1.4574 -5.1854 -0.30 -0.17 0.34 0.5601
H -1.4272 0.9764 -4.7323 0.28 -0.14 0.56 0.4521
H -0.4174 -1.4386 -5.1734 0.25 0.17 0.39 0.3649
Br -0.1125 1.9416 2.7757 -0.19 0.30 0.36 -0.1746
C 0.3608 0.5331 3.9390 0.47 -0.82 0.91 -0.0341
C 0.6296 0.8010 5.2886 -0.03 -0.32 -0.18 -0.3740
C 1.0457 -0.2269 6.1520 -0.02 0.06 -0.37 -0.4546
C 1.2859 -1.5070 5.6381 0.00 0.21 -0.28 -0.3679
C 1.0604 -1.7599 4.2774 -0.32 0.29 0.57 -0.4576
C 0.5000 -0.7786 3.4497 0.14 0.25 0.00 0.5807
C 0.1245 -1.0805 1.9901 0.22 0.36 -0.42 0.2609
O -0.7009 -1.9995 1.8088 0.81 0.10 0.35 -0.7310
O 0.7220 -0.2944 1.2168 -0.39 -1.10 0.13 -0.5638
H 0.5161 1.8176 5.6526 -0.04 -0.10 0.03 0.3385
H 1.2078 -0.0101 7.2104 -0.02 -0.05 -0.28 0.3090
H 1.6379 -2.3127 6.2902 -0.02 0.29 -0.17 0.3121
H 1.2979 -2.7402 3.8587 -0.34 0.24 0.06 0.3412
```
Forces are in eV/Å.

## Properties
Charge: -2
Multiplicity: 1
Highest occupied orbital energy (Eh): 0.02221
LUMO level (eV): 4.6
Frontier orbital gap (Ha): 0.1461